1.
DFT (wB97M-V/def2-TZVPD) results for a molecular structure, C51H59N5O33PY in a non-equilibrium geometry.

Calculated values
Energy above the lowest of the compared OMol25 structures with the same formula, charge and spin, eV: 0.719
Frontier orbital gap, hartree: 0.269
Maximum force, eV Å⁻¹: 2.7
E, eV: -139199.565
LUMO level, eV: -1.4

The geometry in ORCA input format:
```
! wB97M-V def2-TZVPD RIJCOSX def2/J DEFGRID3
* xyz 0 1
Y 0.25 -2.11 1.79
P 0.41 0.11 0.49
O 1.76 -0.62 0.62
O 7.61 -0.45 -3.11
O 0.14 6.53 1.21
O -0.11 0.07 1.95
O -0.38 -1.11 -0.05
O 0.48 2.48 4.69
O 4.25 -1.36 1.14
O 1.99 -4.20 -3.73
O 2.54 2.82 0.31
O -0.42 4.47 -6.64
O 2.10 -0.88 -7.03
O -0.33 3.93 0.34
O 4.88 -0.02 -3.28
O 1.55 4.89 5.36
O -1.53 1.56 -2.18
O -2.68 -4.98 -4.68
O 1.20 4.62 -4.39
O 0.40 1.42 -0.29
O -4.84 -2.96 -1.04
O -0.99 -1.46 4.00
O 3.97 3.11 -4.19
O -2.19 -2.65 1.69
O 6.87 -2.24 1.14
O 1.86 -1.32 3.50
O -0.03 -3.86 0.21
O -1.23 -2.70 -5.02
O -2.86 -1.03 -0.95
O 4.80 5.60 -3.80
O 1.71 -2.31 -1.73
O 0.63 0.63 -5.20
O -3.44 1.97 -4.12
O 4.07 5.02 0.77
O -5.57 0.19 2.16
N -2.69 -0.13 4.84
N -0.88 -5.71 -0.78
N -4.42 1.99 1.43
N 2.82 -0.04 5.07
N -4.26 -3.40 2.20
C 3.15 2.89 -1.97
C 1.63 -1.94 -3.02
C 5.36 -0.43 -2.24
C 2.25 -0.22 3.89
C 1.21 -0.38 -4.83
C -2.92 -1.88 -1.97
C -1.91 3.17 -5.43
C -3.16 1.29 1.37
C 6.39 -1.75 0.15
C 4.54 -0.59 -1.05
C -0.09 4.19 1.63
C -4.36 3.44 1.15
C -0.17 3.23 2.57
C 0.44 3.38 3.88
C -5.68 -3.06 2.31
C 3.88 4.66 -0.36
C -3.84 -4.47 3.08
C 3.75 3.59 -3.10
C -3.68 -4.11 -2.77
C 1.30 -0.69 -3.40
C -0.28 3.31 -3.14
C -0.75 3.85 -5.51
C 0.14 4.03 -4.31
C 1.99 -3.02 -4.00
C 1.11 4.72 4.10
C -0.27 -4.51 -0.80
C 3.36 1.24 5.47
C 1.86 -1.30 -5.78
C -1.94 -2.78 -4.03
C 4.29 4.95 -2.75
C -1.59 -6.15 0.42
C -1.51 -0.38 4.28
C 2.99 -1.13 6.02
C 4.42 5.43 -1.51
C 1.08 5.71 3.19
C -2.08 -1.76 -3.02
C -2.36 2.50 -4.22
C -5.53 1.37 1.85
C 5.00 -1.21 0.04
C 7.26 -1.48 -1.04
C 3.14 3.40 -0.72
C -2.78 -4.01 -3.76
C -1.20 -6.39 -2.03
C 6.78 -0.85 -2.12
C -3.42 -2.48 1.72
C -3.66 -1.18 5.06
C -3.12 1.23 5.16
C -3.92 -3.00 -1.83
C 0.40 5.59 1.91
C 2.28 -2.50 -5.35
C -1.38 2.53 -3.06
H 3.33 -1.06 0.94
H -0.01 3.02 0.18
H 4.41 1.16 5.77
H -4.23 -5.00 -2.53
H -1.55 -7.24 0.46
H -2.25 -6.66 -2.11
H 2.79 1.67 6.30
H -0.90 -5.80 -2.90
H 4.95 6.35 -1.32
H 3.26 2.03 4.72
H 2.75 -3.13 -6.10
H -0.57 -7.28 -2.05
H -3.92 1.44 4.45
H 0.51 4.74 -6.63
H -3.44 1.28 6.20
H 3.30 -0.77 7.00
H 2.08 5.70 5.41
H -1.94 -0.96 -0.59
H -2.04 -4.70 -5.36
H 2.77 1.90 -2.19
H 1.06 0.09 -2.69
H -3.13 -2.13 5.18
H 4.60 5.11 -4.62
H -5.89 -2.45 3.20
H -2.86 -4.83 2.76
H -6.39 2.05 1.88
H 3.62 -1.92 5.61
H 3.56 -0.11 -1.07
H -6.01 -2.47 1.46
H -2.58 1.36 2.29
H -4.32 -0.99 5.90
H -0.76 1.45 -1.58
H -1.42 -0.91 -3.08
H -4.27 -1.32 4.16
H 1.85 0.06 -7.06
H 1.57 6.64 3.47
H 8.33 -1.46 -0.88
H 0.44 3.14 -2.34
H -3.77 -4.09 4.11
H -2.57 1.65 0.53
H -5.22 3.87 1.65
H 1.49 -1.51 -1.22
H 2.15 0.70 3.32
H -2.46 2.94 -6.34
H 1.99 -1.49 6.27
H -0.37 2.21 2.24
H -3.42 3.81 1.53
H 1.91 2.12 -0.01
H -1.02 -5.79 1.27
H -6.25 -3.98 2.27
H -2.61 -5.78 0.36
H -3.36 0.28 1.04
H -2.30 1.94 5.05
H -4.52 -5.31 3.08
H 0.10 -4.29 -1.80
H -3.92 -1.63 1.25
H -4.42 3.63 0.08
H 7.13 0.19 -3.65
H -1.06 0.56 3.93
*
```

***

2.
DFT (wB97M-V/def2-TZVPD) results for a molecular structure, C16H39BO7SSi2.

Calculated values
Frontier orbital gap, hartree: 0.346
Maximum force, eV Å⁻¹: 0.7
E, eV: -58826.983
LUMO level, eV: 0.4

The geometry in ORCA input format:
```
! wB97M-V def2-TZVPD RIJCOSX def2/J DEFGRID3
* xyz 0 1
S -1.79 -4.23 -3.46
Si -1.32 -3.50 -1.49
Si -3.87 -4.47 -0.51
O -4.89 -2.22 -3.40
O -2.66 -3.33 -0.53
O 2.69 1.80 5.27
O 2.73 2.92 0.24
O 0.23 -6.07 -0.99
O 0.87 -4.29 0.35
O 0.23 -0.33 -3.26
C -6.05 -1.68 -4.02
C 4.72 1.88 6.48
C 2.36 1.88 6.65
C 3.60 1.41 7.41
C 4.10 1.62 5.11
C 1.33 1.68 -2.70
C -6.07 -0.20 -3.67
C 1.73 2.25 2.27
C 1.74 2.03 0.77
C 2.11 3.73 2.37
C 1.53 -0.38 -3.85
C -4.04 -1.17 -2.94
C -4.57 0.11 -3.57
C 3.12 3.86 1.24
C -0.01 0.96 -2.71
C 2.01 1.06 -3.93
B 0.06 -4.76 -0.64
H 1.45 -0.87 -4.82
H 1.23 4.36 2.16
H -3.11 -3.96 -3.48
H -4.25 -4.75 0.89
H 2.49 1.65 2.76
H -0.70 -2.17 -1.64
H 0.77 2.27 0.32
H 0.20 -6.25 -1.94
H 5.65 1.34 6.62
H 2.01 1.00 0.49
H 4.29 0.59 4.78
H 3.15 4.85 0.79
H -6.93 -2.21 -3.66
H 2.19 -0.98 -3.21
H -5.05 -3.91 -1.19
H -0.44 0.84 -1.71
H 1.89 1.42 -1.80
H -4.35 1.00 -2.98
H 4.13 3.60 1.59
H 2.11 2.91 6.91
H 4.90 2.94 6.62
H 3.66 1.84 8.41
H 0.77 2.02 2.73
H -4.15 0.25 -4.57
H 0.54 -3.49 0.76
H -3.00 -1.38 -3.21
H 3.60 0.33 7.50
H 2.51 4.01 3.34
H -6.59 0.41 -4.42
H 4.46 2.30 4.34
H -0.74 1.49 -3.34
H 1.24 2.76 -2.75
H -5.98 -1.83 -5.11
H -3.43 -5.71 -1.19
H -4.10 -1.13 -1.84
H -6.55 -0.04 -2.71
H 3.10 1.14 -3.91
H 1.48 1.26 6.84
H 1.65 1.54 -4.84
*
```

***

3.
DFT (wB97M-V/def2-TZVPD) results for 2 unconnected molecules or ions with the total composition C3H4N2O2 in a non-equilibrium geometry.

Calculated values
Energy above the lowest of the compared OMol25 structures with the same formula, charge and spin, eV: 1.954
Frontier orbital gap (alpha / beta), hartree: 0.292 / 0.262
Maximum force, eV Å⁻¹: 5.6
E, eV: -10244.711
LUMO level (alpha / beta), eV: 1.0 / -2.9

The geometry in ORCA input format:
```
! wB97M-V def2-TZVPD RIJCOSX def2/J DEFGRID3
* xyz 0 3
O -1.31 -0.02 -3.83
O -1.14 1.03 -1.18
N -0.36 0.60 -3.99
N 0.62 1.11 -4.12
C 0.36 -0.60 -0.38
C 1.46 0.00 -0.96
C -0.90 0.05 -0.50
H 2.34 -0.58 -0.99
H 1.24 0.84 -1.55
H -1.81 -0.44 -0.06
H 0.42 -1.50 0.21
*
```

***

4.
DFT (wB97M-V/def2-TZVPD) results for a molecular structure, C48H40BF4O30 in a non-equilibrium geometry.

Calculated values
Energy above the lowest of the compared OMol25 structures with the same formula, charge and spin, eV: 2.723
Frontier orbital gap, hartree: 0.228
Maximum force, eV Å⁻¹: 14.2
E, eV: -123378.039
LUMO level, eV: -0.6

The geometry in ORCA input format:
```
! wB97M-V def2-TZVPD RIJCOSX def2/J DEFGRID3
* xyz -1 1
F 1.03 -0.48 0.86
F 0.95 0.52 -1.19
F -0.82 -0.65 -0.49
F -0.24 1.35 0.44
O -4.28 0.40 0.02
O -4.12 -1.58 6.04
O 0.92 2.72 5.65
O -1.23 -2.57 2.20
O -1.96 -1.17 7.71
O -4.02 -1.92 -1.32
O -2.36 3.21 -6.12
O 7.51 -3.44 -2.39
O 0.85 -1.73 3.73
O -3.53 -0.53 -8.19
O -3.68 0.73 -2.82
O -3.85 2.48 6.38
O -7.91 -1.50 2.47
O -6.81 -4.12 1.88
O 0.63 1.64 3.11
O 3.22 -1.49 -1.27
O -2.01 -1.11 -3.55
O -0.72 2.09 -4.16
O 8.40 0.55 1.17
O 3.65 -0.15 1.43
O -3.58 6.73 -3.02
O 3.82 5.28 0.06
O -5.61 1.02 -7.21
O 4.02 -2.80 1.79
O -4.13 1.30 4.04
O 0.67 -6.34 0.32
O 8.72 -2.06 2.30
O 8.50 -0.88 -3.07
O 4.02 0.79 -2.46
O -2.29 5.36 -1.13
C -0.19 2.41 5.23
C -6.16 -0.54 1.37
C -6.62 -3.04 1.18
C -1.40 3.27 -3.91
C -5.50 -3.18 0.05
C -2.98 5.59 -3.34
C -0.22 -1.75 4.25
C 7.21 -1.11 -2.85
C -1.97 1.42 3.41
C 5.45 -2.55 -1.80
C -0.44 -4.51 -0.84
C -6.97 -1.70 1.73
C -3.01 1.68 4.28
C -1.45 -2.13 3.51
C 3.37 4.26 -0.54
C -2.26 3.82 -4.99
C -2.80 -2.14 4.28
C 3.01 4.31 -1.88
C -3.66 -0.37 -6.97
C 5.08 -2.10 1.84
C 0.69 -5.15 -0.04
C -5.03 -0.65 0.37
C -4.81 -1.91 -0.41
C 6.07 0.24 1.39
C -0.48 1.74 3.90
C 4.49 -1.39 -1.72
C -2.91 4.99 -4.68
C -2.23 4.97 -2.25
C 4.77 -0.13 -2.41
C 6.13 -0.01 -2.88
C 7.40 -0.22 1.50
C -3.74 0.44 -3.98
C 1.73 -4.14 0.37
C -0.41 -1.24 5.57
C -2.84 -0.57 -4.52
C -3.03 -1.78 5.62
C 3.20 2.95 0.21
C -4.72 0.85 -4.96
C -2.78 2.22 5.61
C 6.41 -2.61 1.93
C -1.37 3.93 -2.62
C -2.71 -0.94 -6.08
C -1.81 -1.32 6.35
C 4.91 -0.73 1.54
C 7.51 -1.69 1.83
C -4.68 0.54 -6.44
C 6.84 -2.37 -2.41
C -1.34 2.56 6.06
B 0.33 0.19 -0.11
H -3.27 6.88 -2.21
H -0.64 -3.37 -0.59
H -6.50 0.41 1.65
H -1.16 -1.14 8.08
H -6.57 -4.85 1.55
H -3.53 0.27 -0.52
H 3.76 2.17 -0.18
H 6.45 0.89 -3.37
H 1.76 -3.30 -0.68
H -0.21 -4.34 -1.95
H -3.57 -2.48 3.76
H -2.02 -1.81 -6.36
H 3.47 3.05 1.26
H 0.36 -0.84 6.13
H -0.68 3.32 -1.81
H -5.36 0.77 -8.15
H -0.43 1.97 -3.40
H 2.93 -0.65 1.96
H -4.56 2.38 5.99
H -3.59 5.42 -5.48
H 8.67 -0.04 -3.42
H -2.44 -0.61 -2.68
H 6.52 -3.65 2.23
H 3.91 4.60 -2.48
H 0.59 1.28 2.29
H -5.01 -4.05 -0.24
H 2.14 2.64 0.33
H 5.19 -3.52 -1.30
H -2.12 1.21 2.41
H 2.61 -4.61 0.46
H 2.05 4.90 -2.01
H 2.84 -0.46 -1.14
H 2.94 3.37 -2.51
H 1.26 -3.70 1.15
H -0.43 -2.14 1.83
H -5.29 1.60 -4.72
H -1.33 3.11 7.04
H -1.28 -5.10 -0.68
H 5.91 1.40 1.17
H 8.83 -3.01 2.62
*
```

***

5.
DFT (wB97M-V/def2-TZVPD) results for 2 unconnected molecules or ions with the total composition C2H5NS in a non-equilibrium geometry.

Calculated values
Energy above the lowest of the compared OMol25 structures with the same formula, charge and spin, eV: 4.030
Frontier orbital gap (alpha / beta), hartree: 0.265 / 0.265
Maximum force, eV Å⁻¹: 3.9
E, eV: -14476.307
LUMO level (alpha / beta), eV: -1.5 / -1.5

The geometry in ORCA input format:
```
! wB97M-V def2-TZVPD RIJCOSX def2/J DEFGRID3
* xyz 0 1
S -0.93 -1.03 -0.32
N 1.16 0.38 -0.15
C -1.86 0.28 0.50
C 2.12 -0.27 -0.56
H -1.44 0.18 1.40
H -1.60 1.26 0.09
H 2.40 -1.24 -0.85
H 3.17 0.23 -0.61
H -3.01 0.20 0.49
*
```

***

6.
DFT (wB97M-V/def2-TZVPD) results for a molecular structure, C25H26Br2N5O2SSn in a non-equilibrium geometry.

Calculated values
Frontier orbital gap, hartree: 0.278
Maximum force, eV Å⁻¹: 3.6
E, eV: -194638.954
LUMO level, eV: -2.6

The geometry in ORCA input format:
```
! wB97M-V def2-TZVPD RIJCOSX def2/J DEFGRID3
* xyz 1 1
Sn 1.08 0.03 1.46
Br 4.47 -4.35 -3.22
Br -0.73 -4.07 -1.13
S -1.27 0.33 2.91
O 0.44 0.85 -0.55
O 0.64 -1.76 0.60
N -2.39 2.03 -2.20
N -1.28 2.24 -1.32
N -0.73 -2.03 4.26
N 3.28 -0.84 0.48
N -2.17 -2.23 2.62
C -0.75 0.96 -1.06
C 5.47 -0.99 -0.43
C -2.01 4.31 -0.27
C 0.66 5.05 -0.12
C -2.12 -3.57 3.25
C 2.89 -1.87 -0.30
C -2.94 3.18 -3.11
C 3.21 -3.47 -2.11
C -3.17 -1.80 1.69
C -3.75 0.20 -3.10
C 4.98 0.59 1.46
C -1.65 5.58 0.25
C -1.02 3.44 -0.62
C 1.04 -3.35 -1.04
C 0.32 3.83 -0.55
C -0.34 5.98 0.19
C 4.55 -0.46 0.52
C 1.91 -3.89 -1.95
C -1.34 -1.37 3.28
C -1.53 0.04 -1.74
C 5.06 -1.98 -1.25
C -0.87 -3.50 4.14
C 3.74 -2.46 -1.30
C -2.58 0.72 -2.35
C 1.50 -2.31 -0.23
H -4.71 0.45 -2.58
H -1.01 -3.95 5.14
H -3.03 -3.70 3.89
H 1.70 5.42 -0.08
H 0.05 -1.59 4.66
H 1.09 3.04 -0.74
H 4.48 1.58 1.31
H 5.76 -2.58 -1.87
H -3.72 -0.89 -3.07
H 4.61 0.26 2.46
H -3.07 -0.72 1.70
H -3.67 0.51 -4.15
H -2.37 4.06 -3.17
H -3.08 4.03 -0.22
H -2.10 -4.30 2.46
H 6.11 0.69 1.49
H -2.89 2.75 -4.13
H -2.45 6.27 0.61
H 6.55 -0.79 -0.39
H -3.96 3.40 -2.87
H -2.97 -1.99 0.61
H 1.66 -4.83 -2.45
H -4.17 -2.23 1.95
H 0.00 -3.90 3.55
H -1.32 -1.02 -1.77
H -0.11 6.98 0.53
*
```

***

7.
DFT (wB97M-V/def2-TZVPD) results for a gas-phase ion, C20H32N3O4S (charge +1) in a non-equilibrium geometry.

Calculated values
Energy above the lowest of the compared OMol25 structures with the same formula, charge and spin, eV: 0.195
Frontier orbital gap, hartree: 0.340
Maximum force, eV Å⁻¹: 1.1
E, eV: -44749.052
LUMO level, eV: -2.5
SMILES: Cc1ccc(S(=O)(=O)N2CCOCC2)cc1NC(=O)C[NH2+]CC1CCCCC1

The geometry in ORCA input format:
```
! wB97M-V def2-TZVPD RIJCOSX def2/J DEFGRID3
* xyz 1 1
S -2.54 -1.53 -0.15
O -3.61 1.23 0.82
O -3.20 -2.75 0.18
O -1.34 -1.59 -0.95
O 3.24 0.72 1.25
N -3.62 -0.58 -0.95
N 3.14 -1.55 0.19
N 1.24 0.74 2.31
C 2.88 -1.94 -1.22
C -4.90 0.64 0.75
C 2.54 2.01 -3.10
C 2.71 -0.76 -2.17
C -3.23 1.78 -0.42
C 1.96 -1.25 1.03
C -3.11 0.67 -1.49
C -4.92 -0.47 -0.33
C -1.96 -0.82 1.41
C 1.30 1.12 -3.01
C -0.06 0.19 2.47
C 1.47 0.09 -1.89
C -0.78 -0.11 1.32
C 2.18 0.19 1.54
C -2.48 -1.15 2.64
C 0.15 0.27 4.97
C -1.82 -0.75 3.79
C -0.59 -0.10 3.73
C 3.95 0.14 -2.21
C 3.79 1.18 -3.33
H -5.09 0.24 1.75
H 1.44 1.64 2.72
H 3.72 -2.54 -1.56
H -5.65 1.41 0.53
H 1.98 -2.57 -1.24
H 3.66 -0.62 0.23
H 3.72 0.67 -4.29
H 2.42 2.73 -3.92
H -2.27 2.27 -0.24
H -3.38 -1.74 2.69
H -0.42 0.18 0.35
H 1.05 -1.36 0.45
H -0.27 -0.22 5.84
H 4.67 1.82 -3.35
H -5.65 -0.24 -1.11
H 4.84 -0.46 -2.40
H 0.58 -0.54 -1.83
H 3.74 -2.25 0.64
H -3.96 2.54 -0.73
H 4.08 0.67 -1.27
H 0.10 1.35 5.14
H -3.69 0.92 -2.38
H -5.14 -1.45 0.09
H 1.59 0.64 -0.95
H 0.41 1.73 -2.82
H 1.20 0.00 4.90
H -2.08 0.48 -1.78
H 1.90 -1.92 1.89
H 2.64 2.58 -2.17
H -2.24 -0.98 4.75
H 1.15 0.61 -3.96
H 2.58 -1.21 -3.16
*
```